Entry from the OMol25 dataset: a cluster of 8 separate species, C5H28N2O7 in total at a distorted geometry (the ωB97M-V functional and the def2-TZVPD basis).

As for the total charge: 0. Its energy above the lowest of the compared OMol25 structures with the same formula, charge and spin is 5.7 kcal per mole. The value obtained for the molecular weight is 228.3 g mol⁻¹. The total energy is -843.487269 Eh. Its frontier orbital gap is 9.8629 eV. Its SMILES is C[C@@H](N)CN(C)C.O.O.O.O.O.O.O.

Last column: natural (NBO) charge in e.
Cartesian coordinates (Å):
C (0.800, 2.735, -0.898)  -0.62
C (1.006, 1.207, -0.857)  -0.07
N (2.107, 0.814, 0.060)  -0.89
C (-0.288, 0.486, -0.407)  -0.25
N (-0.892, -0.220, -1.563)  -0.48
C (-1.609, -1.434, -1.150)  -0.44
C (-1.772, 0.690, -2.345)  -0.42
H (-0.004, 2.995, -1.551)  0.20
H (0.570, 3.152, 0.054)  0.21
H (1.674, 3.303, -1.263)  0.21
H (1.342, 0.840, -1.910)  0.21
H (1.853, 1.032, 1.057)  0.40
H (2.954, 1.286, -0.146)  0.37
H (-0.023, -0.310, 0.340)  0.24
H (-1.028, 1.218, 0.091)  0.16
H (-0.939, -2.120, -0.570)  0.22
H (-2.513, -1.315, -0.533)  0.18
H (-1.940, -1.986, -2.049)  0.21
H (-1.234, 1.558, -2.702)  0.21
H (-2.683, 1.014, -1.800)  0.16
H (-2.122, 0.134, -3.209)  0.21
O (-1.229, -0.262, 2.756)  -1.02
H (-2.007, -0.098, 2.226)  0.49
H (-0.888, -1.110, 2.385)  0.50
O (0.053, -2.417, 1.815)  -0.99
H (0.738, -2.294, 2.455)  0.50
H (0.534, -2.360, 1.019)  0.49
O (-3.241, 0.460, 1.142)  -0.92
H (-3.650, 1.268, 1.353)  0.48
H (-2.795, 0.612, 0.356)  0.47
O (1.131, 0.981, 2.948)  -1.02
H (0.202, 0.616, 2.868)  0.52
H (1.142, 1.435, 3.837)  0.49
O (2.254, -1.462, 3.017)  -0.96
H (1.964, -0.587, 3.097)  0.49
H (2.714, -1.468, 2.106)  0.47
O (1.714, -2.065, -0.263)  -0.98
H (2.076, -1.199, -0.183)  0.50
H (1.422, -2.108, -1.169)  0.49
O (1.197, -1.243, -3.419)  -0.97
H (0.527, -0.910, -2.785)  0.49
H (0.882, -0.871, -4.214)  0.46

Entry from the OMol25 dataset: the ion C6H10N3 with charge +1 at a distorted geometry (the ωB97M-V functional and the def2-TZVPD basis).

As for the total charge: +1. Its energy above the lowest of the compared OMol25 structures with the same formula, charge and spin is 81.6 kcal per mole. The value obtained for the molecular weight is 124.2 g mol⁻¹. The total energy is -398.536284 Eh. Its frontier orbital gap (alpha / beta) is 6.9846 / 8.1722 eV. Its SMILES is C=c1n(C)nc(C)[n+]1=C.

Last column: natural (NBO) charge in e.
Cartesian coordinates (Å):
C (-2.243, -0.875, -0.692)  -0.26
C (-0.878, -0.223, -0.157)  0.33
N (-0.713, 0.842, 0.651)  -0.15
C (-1.711, 1.650, 1.288)  -0.42
N (0.585, 1.093, 0.801)  -0.18
C (1.268, 0.228, 0.135)  0.36
C (2.732, 0.138, 0.044)  -0.68
N (0.392, -0.678, -0.508)  -0.33
C (0.722, -1.707, -1.238)  -0.05
H (-2.185, -1.709, -1.351)  0.21
H (-3.156, -0.440, -0.353)  0.22
H (-2.199, 2.306, 0.565)  0.23
H (-2.458, 1.018, 1.765)  0.23
H (-1.209, 2.257, 2.038)  0.26
H (3.056, 0.004, -0.987)  0.25
H (3.110, -0.696, 0.638)  0.26
H (3.161, 1.057, 0.435)  0.28
H (1.762, -1.925, -1.405)  0.22
H (-0.034, -2.339, -1.668)  0.22

Entry from the OMol25 dataset: a cluster of 2 separate species, C3H10NO4PS in total at a distorted geometry (the ωB97M-V functional and the def2-TZVPD basis).

As for the total charge: 0. The value obtained for the molecular weight is 187.2 g mol⁻¹. The total energy is -1215.365660 Eh. Its frontier orbital gap (alpha / beta) is 5.7804 / 9.2406 eV.

Last column: natural (NBO) charge in e.
Cartesian coordinates (Å):
C (0.345, -1.215, 2.786)  -0.29
C (-2.438, -0.096, 0.194)  -0.28
C (0.765, 1.298, -3.061)  -0.26
N (-0.855, 0.482, 1.619)  0.16
O (2.540, -0.226, -1.611)  -1.04
O (0.019, 0.166, 2.633)  -0.35
O (-1.411, -0.535, 1.004)  -0.36
O (0.573, 1.270, -1.682)  -0.81
P (1.293, 0.146, -0.652)  1.27
S (0.240, -1.575, -0.763)  -0.35
H (-0.602, -1.796, 2.777)  0.20
H (0.855, -1.079, 3.779)  0.21
H (1.026, -1.492, 1.976)  0.20
H (-2.183, 0.229, -0.833)  0.21
H (-2.737, 0.855, 0.627)  0.21
H (-3.336, -0.759, 0.299)  0.21
H (0.349, 2.270, -3.406)  0.18
H (0.113, 0.562, -3.530)  0.18
H (1.839, 1.244, -3.357)  0.19
H (3.251, -0.950, -1.412)  0.53

Entry from the OMol25 dataset: a structure of composition C27H50AsFN8O5RbSi3 (the ωB97M-V functional and the def2-TZVPD basis).

As for the total charge: +1. The value obtained for the molecular weight is 830.4 g mol⁻¹. The total energy is -5101.107733 Eh. Its frontier orbital gap is 6.2703 eV.

Last column: natural (NBO) charge in e.
Cartesian coordinates (Å):
Rb (1.936, 0.156, -0.765)  0.93
N (5.107, 1.304, -0.218)  -0.64
N (5.348, 1.616, 1.150)  -0.42
C (4.549, 1.147, 2.119)  0.62
N (4.874, 1.495, 3.380)  -0.79
N (3.542, 0.380, 1.716)  -0.48
N (2.557, 0.082, 2.595)  0.63
O (2.618, 0.305, 3.802)  -0.45
O (1.590, -0.463, 2.079)  -0.43
H (5.913, 1.641, -0.731)  0.37
H (4.323, 1.886, -0.510)  0.39
H (6.250, 1.984, 1.391)  0.39
H (5.452, 2.307, 3.509)  0.40
H (4.196, 1.262, 4.088)  0.44
F (-5.806, 0.817, -0.878)  -0.34
C (-4.860, 1.755, -0.610)  0.33
C (-3.541, 1.481, -0.809)  -0.20
C (-2.585, 2.461, -0.528)  -0.18
C (-1.161, 2.122, -0.731)  0.59
O (-0.834, 0.996, -1.126)  -0.66
C (-0.240, 3.190, -0.393)  -0.27
C (-0.708, 4.363, 0.073)  0.09
N (-2.038, 4.677, 0.214)  -0.39
C (-2.415, 5.959, 0.753)  -0.07
C (-1.738, 7.182, 0.225)  -0.41
C (-3.173, 6.920, -0.118)  -0.43
C (-2.986, 3.716, -0.049)  0.26
C (-4.353, 3.962, 0.168)  -0.25
C (-5.288, 2.994, -0.115)  0.07
N (-6.682, 3.269, 0.111)  -0.46
C (-7.474, 3.316, -1.112)  -0.25
C (-8.831, 3.923, -0.808)  -0.23
N (-9.497, 3.100, 0.260)  -0.49
C (-8.649, 3.001, 1.498)  -0.23
C (-7.301, 2.420, 1.116)  -0.25
C (1.268, 2.978, -0.523)  0.73
O (1.700, 2.898, -1.690)  -0.75
O (1.894, 2.802, 0.544)  -0.77
H (-3.202, 0.522, -1.179)  0.27
H (-0.025, 5.148, 0.368)  0.23
H (-2.659, 5.939, 1.810)  0.21
H (-1.011, 7.048, -0.563)  0.24
H (-1.505, 7.963, 0.935)  0.23
H (-3.382, 6.593, -1.128)  0.23
H (-3.940, 7.524, 0.345)  0.22
H (-4.696, 4.910, 0.554)  0.24
H (-7.609, 2.324, -1.568)  0.20
H (-6.967, 3.944, -1.843)  0.25
H (-9.478, 3.931, -1.683)  0.24
H (-8.726, 4.931, -0.413)  0.23
H (-9.658, 2.157, -0.103)  0.43
H (-10.410, 3.493, 0.489)  0.44
H (-9.173, 2.373, 2.216)  0.24
H (-8.544, 4.009, 1.894)  0.23
H (-7.434, 1.382, 0.774)  0.20
H (-6.668, 2.396, 2.002)  0.25
C (3.762, -3.281, 2.759)  -1.12
Si (2.767, -4.273, 1.530)  1.45
C (0.949, -4.156, 1.944)  -1.13
C (3.325, -6.051, 1.660)  -1.13
As (3.003, -3.281, -0.579)  -0.64
Si (5.256, -3.490, -1.171)  1.44
C (5.895, -5.243, -1.214)  -1.13
C (5.484, -2.711, -2.856)  -1.12
C (6.223, -2.470, 0.059)  -1.13
Si (1.754, -4.645, -2.017)  1.43
C (0.017, -3.945, -1.994)  -1.12
C (1.674, -6.451, -1.551)  -1.13
C (2.435, -4.513, -3.753)  -1.12
H (3.409, -3.488, 3.773)  0.24
H (3.661, -2.212, 2.574)  0.24
H (4.821, -3.540, 2.718)  0.23
H (0.767, -4.549, 2.948)  0.24
H (0.336, -4.731, 1.245)  0.23
H (0.621, -3.114, 1.923)  0.25
H (3.173, -6.399, 2.686)  0.24
H (4.388, -6.152, 1.432)  0.24
H (2.767, -6.711, 0.998)  0.24
H (5.279, -5.877, -1.854)  0.24
H (5.919, -5.684, -0.216)  0.24
H (6.915, -5.258, -1.611)  0.24
H (5.023, -3.296, -3.651)  0.24
H (6.552, -2.629, -3.078)  0.24
H (5.063, -1.703, -2.880)  0.24
H (6.167, -2.882, 1.066)  0.24
H (5.832, -1.449, 0.082)  0.25
H (7.276, -2.431, -0.233)  0.24
H (-0.387, -3.920, -0.979)  0.24
H (-0.651, -4.555, -2.608)  0.24
H (0.003, -2.928, -2.390)  0.24
H (1.142, -6.597, -0.608)  0.24
H (2.670, -6.886, -1.456)  0.24
H (1.134, -7.006, -2.323)  0.24
H (2.585, -3.475, -4.053)  0.24
H (1.735, -4.968, -4.459)  0.24
H (3.387, -5.039, -3.846)  0.24